{
  "formula": "C16H24O5",
  "method": "the ωB97M-V functional and the def2-TZVPD basis",
  "symbols": ["C", "O", "C", "C", "C", "O", "C", "C", "O", "C", "C", "O", "C", "C", "C", "C", "C", "C", "C", "O", "C", "H", "H", "H", "H", "H", "H", "H", "H", "H", "H", "H", "H", "H", "H", "H", "H", "H", "H", "H", "H", "H", "H", "H", "H"],
  "xyz": [[3.008, 2.880, -0.603], [2.096, 1.815, -0.440], [2.578, 0.759, 0.347], [1.659, -0.448, 0.103], [1.979, -1.103, -1.224], [2.247, -0.292, -2.341], [1.104, -1.098, -2.405], [-0.236, -0.384, -2.512], [-0.248, 0.866, -1.882], [-1.388, -1.244, -1.943], [-1.748, -2.407, -2.872], [-0.990, -1.719, -0.671], [-2.015, -1.935, 0.275], [-2.171, -0.816, 1.284], [-2.595, -1.120, 2.572], [-2.764, -0.121, 3.514], [-2.506, 1.198, 3.179], [-2.082, 1.507, 1.899], [-1.915, 0.509, 0.954], [2.689, 1.116, 1.699], [1.470, 1.478, 2.324], [3.887, 2.549, -1.166], [2.480, 3.650, -1.161], [3.329, 3.275, 0.366], [3.613, 0.510, 0.057], [1.817, -1.177, 0.897], [0.624, -0.116, 0.133], [2.665, -1.946, -1.146], [1.191, -1.942, -3.086], [-0.432, -0.238, -3.590], [0.667, 1.169, -1.748], [-2.256, -0.577, -1.848], [-2.020, -2.036, -3.856], [-0.907, -3.088, -2.961], [-2.592, -2.958, -2.463], [-2.980, -2.102, -0.225], [-1.752, -2.858, 0.805], [-2.794, -2.149, 2.838], [-3.093, -0.373, 4.511], [-2.635, 1.979, 3.914], [-1.882, 2.533, 1.629], [-1.575, 0.769, -0.036], [0.898, 2.164, 1.696], [0.857, 0.599, 2.547], [1.747, 1.972, 3.254]],
  "homo_energy_ha": -0.3349,
  "fmax_ev_per_a": 1.4,
  "total_energy_ev": -27216.8534,
  "e_above_lowest_kcal_mol": 28.65,
  "gap_ev": 9.99,
  "smiles": "COC(C[C@@H]1O[C@@H]1[C@H](O)[C@@H](C)OCc1ccccc1)OC"
}